No. 1
Formula: C6H9NOS3
Source: the OMol25 dataset
Level of theory: wB97M-V/def2-TZVPD

```
! RIJCOSX wB97M-V def2-TZVPD def2/J DEFGRID3
* xyz 0 1
C 1.620 2.161 -1.047
C 1.525 1.091 -0.527
C 0.171 -0.918 -0.553
C 0.179 0.669 1.474
C 1.102 -0.002 0.315
C -0.722 -2.722 0.901
N -0.947 -1.483 0.342
O -0.835 1.685 -2.635
S -1.846 3.598 -0.910
S -1.460 -0.113 1.259
S -1.092 3.085 -2.620
H 1.512 2.956 -1.618
H -0.261 -0.246 -1.306
H 0.577 -1.781 -0.920
H 0.638 0.524 2.536
H 0.175 1.753 1.465
H 1.942 -0.597 0.734
H -0.814 -3.553 0.153
H 0.178 -2.931 1.500
H -1.643 -3.178 1.456
*
```

Its largest force on an atom is 5.01 eV Å⁻¹. For the relative energy (zero: lowest compared OMol25 entry of this formula, charge and spin), the calculation gives 337.3 kJ/mol. The calculation puts the LUMO energy at -2.00 eV. The orbital gap comes out at 0.2261 hartree.

No. 2
Formula: C6H9NS
Source: the OMol25 dataset
Level of theory: wB97M-V/def2-TZVPD

```
! RIJCOSX wB97M-V def2-TZVPD def2/J DEFGRID3
* xyz 0 1
C 3.302 -1.636 0.746
C 3.017 -0.556 0.095
N 2.814 0.369 -0.659
C 2.047 1.539 -0.639
S 0.739 1.725 0.671
C -0.642 0.939 -0.098
C -1.630 0.390 0.593
C -2.821 -0.267 -0.020
H 2.735 -2.538 0.603
H 4.103 -1.659 1.460
H 2.717 2.391 -0.485
H 1.548 1.647 -1.606
H -0.611 0.941 -1.179
H -1.602 0.413 1.673
H -2.975 -1.244 0.435
H -3.720 0.324 0.162
H -2.696 -0.389 -1.093
*
```

Its largest force on an atom is 1.53 eV Å⁻¹. For the relative energy (zero: lowest compared OMol25 entry of this formula, charge and spin), the calculation gives 210.1 kJ/mol. The calculation puts the LUMO energy at 0.89 eV. The orbital gap comes out at 0.3344 hartree. Its SMILES is C=C=NCS/C=C/C.

No. 3
Formula: C6H9NS
Source: the OMol25 dataset
Level of theory: wB97M-V/def2-TZVPD

```
! RIJCOSX wB97M-V def2-TZVPD def2/J DEFGRID3
* xyz 0 1
S -3.366 -0.051 0.069
C -1.751 0.092 -0.092
C -1.109 1.322 -0.474
C 0.196 1.573 -0.234
C 1.131 0.735 0.576
C 1.501 -0.611 -0.117
N 0.259 -1.252 -0.628
C -0.912 -1.156 0.185
H -1.749 2.125 -0.884
H 0.622 2.506 -0.621
H 2.153 1.146 0.750
H 0.662 0.613 1.544
H 2.028 -1.197 0.680
H 2.229 -0.489 -0.885
H 0.367 -2.130 -1.116
H -1.629 -2.020 0.067
H -0.633 -1.205 1.178
*
```

Its largest force on an atom is 2.77 eV Å⁻¹. For the relative energy (zero: lowest compared OMol25 entry of this formula, charge and spin), the calculation gives 152.0 kJ/mol. The calculation puts the LUMO energy at -0.42 eV. The orbital gap comes out at 0.2882 hartree. Its SMILES is S=C1C=CCCNC1.

No. 4
Formula: C6H9NS
Source: the OMol25 dataset
Level of theory: wB97M-V/def2-TZVPD

```
! RIJCOSX wB97M-V def2-TZVPD def2/J DEFGRID3
* xyz 0 1
C -0.644 -0.978 -1.892
C 0.514 -0.797 -0.998
C 0.201 -0.269 0.415
C 0.206 -0.890 1.671
C -0.085 -0.098 2.742
S -0.247 1.592 2.295
C 0.096 1.325 0.637
N -0.027 2.262 -0.374
H -1.008 -2.026 -1.887
H -0.405 -0.842 -2.992
H -1.641 -0.438 -1.697
H 1.250 -0.127 -1.512
H 0.999 -1.803 -1.100
H 0.324 -1.899 1.960
H -0.143 -0.417 3.770
H 0.610 2.234 -1.030
H 0.000 3.170 -0.008
*
```

Its largest force on an atom is 6.37 eV Å⁻¹. For the relative energy (zero: lowest compared OMol25 entry of this formula, charge and spin), the calculation gives 188.9 kJ/mol. The calculation puts the LUMO energy at 0.75 eV. The orbital gap comes out at 0.2951 hartree. Its SMILES is CCc1ccsc1N.